# C21H33N6O4

A cluster of 2 separate species, C21H33N6O4 in total at a distorted geometry (ωB97M-V/def2-TZVPD, the Open Molecules 2025 dataset).

Computed properties:
- HOMO level (eV) = -9.950
- M (g/mol) = 433.5
- net charge = +1
- HOMO-LUMO gap (Ha) = 0.265

Geometry as XYZ:
```
64
C21H33N6O4 (ωB97M-V/def2-TZVPD)
O -3.50199 -0.55343 7.91435
O 0.03873 2.08676 -4.71161
O 1.45167 1.47950 -7.38495
O -2.82297 1.01384 9.41810
C -2.73626 0.34719 8.23679
C 1.19249 2.42914 -4.49278
C 1.72182 0.41379 -6.85483
C -1.66786 0.03561 6.03507
C -1.66079 0.66651 7.26396
C 0.13603 -3.01650 -1.24431
C -1.21812 -0.33091 0.91747
C -2.12753 -0.90297 1.81094
C -0.13579 0.40887 1.40491
C -1.96347 -0.71871 3.18751
C 0.02353 0.58662 2.78486
C -0.89429 0.04306 3.69014
N -0.61355 -4.06148 -1.45284
N -0.72515 0.32591 5.04726
N 1.61529 -0.74280 -7.52030
N 0.39032 -2.14085 -2.19909
N 2.26463 1.64805 -4.69575
N 0.62686 -2.85593 -0.04813
C 1.46351 3.80041 -3.91418
C 1.13830 -0.84919 -8.90077
C -2.02294 2.19089 9.59287
C -0.60828 1.69986 7.60555
C -0.09424 -2.19008 -3.59390
C -0.59346 1.96939 9.10679
C 0.29673 -0.92134 -4.35486
C 1.82062 -0.82131 -4.56329
C 2.31826 0.35809 -5.43095
H -2.45565 -0.69026 5.83889
H -1.37355 -0.43496 -0.15224
H -2.98294 -1.46315 1.44203
H 0.56195 0.88278 0.72000
H -2.70293 -1.15853 3.84645
H 0.85010 1.18540 3.15387
H -0.79597 -4.71895 -0.71705
H -1.01263 -4.19818 -2.36435
H -0.02199 1.01755 5.29490
H 1.89845 -1.58523 -7.05206
H 0.95749 -1.34725 -1.95214
H 3.14827 2.08196 -4.47884
H 1.16273 -2.03804 0.18299
H 0.39685 -3.50499 0.68310
H 0.51503 4.32058 -3.77831
H 1.96738 3.70463 -2.95503
H 2.08131 4.36925 -4.60805
H 0.25898 -0.21528 -9.04044
H 1.91477 -0.50832 -9.58882
H 0.87540 -1.88061 -9.13832
H -2.00549 2.45174 10.65620
H -2.47585 3.03029 9.05345
H -0.83775 2.62967 7.07364
H 0.38483 1.36362 7.28961
H 0.31982 -3.06032 -4.10870
H -1.18378 -2.26621 -3.60008
H -0.15269 1.11991 9.63994
H 0.01602 2.85352 9.31850
H -0.21239 -0.91552 -5.31914
H -0.05394 -0.08132 -3.76226
H 2.31075 -0.75739 -3.59071
H 2.16028 -1.74849 -5.02776
H 3.37506 0.16404 -5.61327
```

---

# C21H33N6OSW

A structure of composition C21H33N6OSW at a distorted geometry (ωB97M-V/def2-TZVPD, the Open Molecules 2025 dataset).

Computed properties:
- energy above the lowest of the compared OMol25 structures with the same formula, charge and spin (kcal/mol) = 8.5
- HOMO level (alpha / beta) (eV) = -16.778 / -16.774
- M (g/mol) = 601.4
- net charge = +3
- multiplicity = 3
- HOMO-LUMO gap (alpha / beta) (Ha) = 0.237 / 0.162

Geometry as XYZ:
```
63
C21H33N6OSW (ωB97M-V/def2-TZVPD)
W -0.17938 -1.84749 0.39650
C 2.39057 -2.42217 -1.48409
C 2.01256 -0.99199 -1.80687
N 1.36615 -0.41000 -0.59680
C 2.38272 0.06931 0.37295
C 1.84434 0.01129 1.77119
C 2.23568 0.88291 2.75883
C 1.72312 0.73125 4.04346
C 0.81390 -0.28719 4.28116
C 0.43567 -1.10576 3.24037
C -0.65985 -2.12457 3.34184
N -1.24588 -2.27289 2.02605
C 0.23414 -4.01114 0.93066
C 1.30779 -4.25449 -0.12492
N 1.15547 -3.07480 -1.01686
N 0.94615 -0.97823 1.98727
H 3.12485 -2.46622 -0.67924
H 2.81802 -2.92079 -2.35472
H 1.29274 -0.97228 -2.62475
H 2.88661 -0.40946 -2.10094
H 0.83232 0.39956 -0.91186
H 2.71989 1.07728 0.13084
H 3.25592 -0.58362 0.31798
H 2.95090 1.66422 2.53811
H 2.00617 1.41560 4.83250
H 0.38206 -0.42589 5.26380
H -1.40604 -1.82606 4.08333
H -0.25899 -3.08965 3.68607
H -2.10085 -2.82659 2.08340
H -0.64703 -4.63587 0.77376
H 0.60110 -4.18596 1.94021
H 1.17890 -5.19685 -0.65640
H 2.30357 -4.24811 0.31406
H 0.60297 -3.33777 -1.82761
N -0.80275 1.77382 -1.46548
C -0.97387 1.93703 -0.14276
S -1.38730 0.61382 0.88788
N -0.79190 3.11925 0.39968
C -0.52317 4.34307 -0.31044
C -1.42828 4.84358 -1.23885
C -1.13753 6.03175 -1.89081
C 0.04548 6.70730 -1.62042
C 0.93962 6.20295 -0.68339
C 0.65355 5.02371 -0.01763
H -1.23363 0.97611 -1.90446
H -0.72096 2.60796 -2.03955
H -0.85158 3.17430 1.40839
H -2.37399 4.34178 -1.41275
H -1.84936 6.44350 -2.59301
H 0.26638 7.63251 -2.13448
H 1.86229 6.72836 -0.47874
H 1.33706 4.62456 0.72319
C -3.34062 -2.39381 -0.75537
C -2.42131 -1.58679 -1.66979
C -2.50625 -2.02706 -3.12016
O -1.04645 -1.72840 -1.21647
H -4.34400 -2.46458 -1.17016
H -3.41872 -1.91044 0.22127
H -2.94496 -3.40982 -0.66115
H -2.69647 -0.52867 -1.59524
H -2.13660 -3.04758 -3.23457
H -1.93462 -1.36752 -3.77338
H -3.54636 -2.00625 -3.44061
```

---

# C21H34BF6N9O4S2Y

A structure of composition C21H34BF6N9O4S2Y (ωB97M-V/def2-TZVPD, the Open Molecules 2025 dataset).

Computed properties:
- energy above the lowest of the compared OMol25 structures with the same formula, charge and spin (kcal/mol) = 0.0
- HOMO level (eV) = -11.681
- M (g/mol) = 754.4
- net charge = +1
- HOMO-LUMO gap (Ha) = 0.351

Geometry as XYZ:
```
78
C21H34BF6N9O4S2Y (ωB97M-V/def2-TZVPD)
Y -0.24104 0.22391 0.23693
C -1.01926 -2.40100 3.14034
C -0.04069 -2.74375 2.07383
C 0.63581 -3.94970 1.90462
C 1.49527 -3.75694 0.84264
C 2.46304 -4.73197 0.26186
N 1.33300 -2.49476 0.39676
N 0.37364 -1.86320 1.15410
B 2.32262 -1.73213 -0.50944
N 1.71588 -1.18927 -1.84179
N 0.99715 -0.02512 -1.89156
C 1.00652 0.38669 -3.16052
C 0.36674 1.66456 -3.59363
C 1.71528 -0.52229 -3.94788
C 2.16101 -1.49768 -3.07881
C 2.99777 -2.69228 -3.38942
N 2.95752 -0.55638 0.26355
N 2.25252 0.52317 0.73025
C 3.15432 1.31834 1.32335
C 2.85547 2.62556 1.98623
C 4.42488 0.75551 1.24309
C 4.26281 -0.43373 0.56252
C 5.30863 -1.43389 0.19993
H -1.74022 -3.20424 3.27954
H -0.49588 -2.26276 4.08826
H -1.56716 -1.49484 2.91033
H 0.51751 -4.84721 2.48722
H 2.28124 -5.71434 0.69165
H 2.36192 -4.80541 -0.82000
H 3.49267 -4.44892 0.48231
H 3.17965 -2.49516 -0.81177
H 0.01840 2.23059 -2.73219
H 1.08766 2.27600 -4.13576
H -0.47171 1.48438 -4.26843
H 1.90097 -0.46561 -5.00708
H 3.04805 -2.82726 -4.46759
H 4.01474 -2.57218 -3.01485
H 2.58368 -3.59650 -2.94614
H 2.38295 3.33733 1.30660
H 2.24606 2.50269 2.88561
H 3.78954 3.07847 2.31092
H 5.34308 1.16391 1.62932
H 6.27033 -1.09745 0.58036
H 5.09178 -2.41097 0.63088
H 5.39032 -1.55368 -0.88033
N -1.82690 -0.71790 -1.40329
C -3.03053 0.09163 -1.67184
C -2.65853 1.55365 -1.83684
C -1.57201 3.27416 -0.55756
C -0.30937 3.49704 0.24626
N -0.22685 2.47424 1.30564
H -1.27940 -0.82860 -2.25397
H -2.11542 -1.65191 -1.12000
H -3.71737 -0.04237 -0.83997
H -3.55673 -0.24014 -2.56952
H -3.53028 2.18083 -1.64036
H -2.29982 1.76726 -2.84630
H -2.46615 3.51031 0.02823
H -1.56646 3.89382 -1.45779
H -0.30873 4.51549 0.64025
H 0.56389 3.38589 -0.40220
H -1.02414 2.56052 1.93170
H 0.59959 2.62966 1.86899
F -2.52681 0.42605 4.09909
C -3.34123 1.23316 3.45180
F -2.76165 2.46749 3.44869
F -4.50056 1.31644 4.06375
S -3.53073 0.86245 1.61210
O -2.15489 0.22686 1.41332
O -1.60928 1.88846 -0.91253
N -4.73237 -0.11556 1.38290
S -4.97397 -1.51985 2.13369
O -6.36641 -1.78514 2.21010
O -4.12269 -1.69745 3.27119
C -4.35533 -2.70753 0.85382
F -4.99743 -2.53207 -0.30064
F -3.04123 -2.52673 0.61164
F -4.53311 -3.94686 1.27653
```